{"formula": "C3H9N2O", "method": "ωB97M-V/def2-TZVPD", "symbols": ["C", "C", "C", "N", "N", "O", "H", "H", "H", "H", "H", "H", "H", "H", "H"], "positions_angstrom": [[0.198, 0.337, 1.392], [0.170, 1.138, -0.959], [-0.577, 0.501, 0.080], [-1.800, 0.283, 0.110], [0.401, -1.741, -0.487], [-2.907, 0.013, 0.372], [-0.212, 0.967, 2.320], [1.238, 0.658, 1.238], [0.136, -0.745, 1.680], [1.219, 0.977, -1.020], [-0.238, 0.843, -1.956], [0.166, 2.302, -0.987], [0.962, -1.683, 0.387], [0.316, -2.618, -0.939], [0.927, -1.233, -1.231]], "molar_mass_g_mol": 89.12, "relative_energy_kcal_mol": 139.2, "total_charge": 1, "homo_lumo_gap_ev": 7.50, "lumo_ev": -7.04}

{"formula": "C3H9N2O", "method": "ωB97M-V/def2-TZVPD", "symbols": ["C", "C", "C", "N", "N", "O", "H", "H", "H", "H", "H", "H", "H", "H", "H"], "positions_angstrom": [[-1.377, 0.441, -0.099], [-0.098, -0.245, 0.490], [1.936, -0.544, -0.774], [-2.700, 0.314, 0.370], [1.349, 0.255, 0.315], [-0.808, -0.682, -0.599], [-1.184, 1.460, -0.589], [-0.070, -0.981, 1.378], [2.560, -1.283, -0.468], [1.050, -0.870, -1.270], [2.354, 0.005, -1.578], [-3.247, 1.077, 0.556], [-3.017, -0.382, 1.061], [1.282, 1.227, 0.094], [1.970, 0.208, 1.112]], "smiles": "C[NH2+][C@@H]1O[C@H]1N", "molar_mass_g_mol": 89.12, "relative_energy_kcal_mol": 85.2, "total_charge": 1, "homo_lumo_gap_ev": 10.25, "lumo_ev": -3.43}